{
  "formula": "C22H60I2N2O13P",
  "method": "the ωB97M-V functional and the def2-TZVPD basis",
  "multiplicity": 1,
  "total_energy_ha": -2898.1971,
  "charge": 1,
  "homo_lumo_gap_ev": 6.9,
  "lumo_ev": -3.95,
  "homo_ev": -10.9,
  "max_force_ev_per_a": 2.23,
  "species": ["C", "C", "N", "C", "C", "C", "C", "N", "C", "C", "I", "C", "C", "I", "C", "P", "O", "O", "H", "H", "H", "H", "H", "H", "H", "H", "H", "H", "H", "H", "H", "H", "H", "H", "C", "O", "H", "H", "H", "H", "C", "O", "H", "H", "H", "H", "C", "O", "H", "H", "H", "H", "C", "O", "H", "H", "H", "H", "C", "O", "H", "H", "H", "H", "C", "O", "H", "H", "H", "H", "C", "O", "H", "H", "H", "H", "C", "O", "H", "H", "H", "H", "C", "O", "H", "H", "H", "H", "C", "O", "H", "H", "H", "H", "C", "O", "H", "H", "H", "H"],
  "positions_angstrom": [[5.392127, -0.520582, -0.338163], [4.961431, 0.743279, -0.980177], [5.662314, 1.791275, -0.947469], [3.608226, 0.621904, -1.691129], [2.511230, 0.884740, -0.695940], [2.613631, 2.019148, 0.108118], [1.652555, 2.243010, 1.057145], [0.643719, 1.378981, 1.218994], [0.486546, 0.282513, 0.462780], [-0.749855, -0.515531, 0.729248], [-0.982716, -0.924227, 2.824136], [-1.993467, 0.365508, 0.198589], [-2.674537, -0.224468, -1.028059], [-3.508504, 0.585189, 1.733210], [1.431489, -0.004637, -0.538533], [1.300574, -1.555801, -1.566713], [1.736198, -1.105738, -3.092119], [-0.274407, -1.877820, -1.793846], [6.325239, -0.406786, 0.189823], [5.441893, -1.268718, -1.124369], [4.601860, -0.840476, 0.336145], [5.217387, 2.544888, -1.473184], [3.561895, -0.385491, -2.073164], [3.606191, 1.332446, -2.510928], [3.417717, 2.715913, -0.004666], [1.680871, 3.113613, 1.684460], [-0.041519, 1.594368, 1.933206], [-0.733144, -1.487703, 0.278086], [-1.689451, 1.380441, -0.013640], [-3.700514, 0.119345, -1.067384], [-2.695230, -1.303864, -1.039131], [-2.210232, 0.170702, -1.927995], [1.270122, -1.717777, -3.679901], [-0.731379, -1.270825, -2.398114], [-6.703908, 2.694471, -0.997735], [-5.994615, 1.772192, -0.182647], [-6.678800, 2.351962, -2.029965], [-7.747133, 2.764956, -0.678686], [-6.239025, 3.680458, -0.941103], [-6.029532, 2.111788, 0.717739], [-3.324869, 0.280637, 6.134938], [-2.513221, 1.429884, 5.913007], [-3.602302, 0.243866, 7.184102], [-4.231552, 0.335007, 5.526524], [-2.762431, -0.627286, 5.892232], [-2.280028, 1.427897, 4.981566], [5.156224, -4.689722, -1.107842], [5.967872, -3.592494, -1.541476], [4.966652, -4.570974, -0.047094], [4.202496, -4.696287, -1.636710], [5.672607, -5.637763, -1.274863], [6.131746, -3.707056, -2.481021], [5.407232, -0.378630, 3.500103], [4.569307, 0.356861, 2.605866], [5.357119, -1.424454, 3.209708], [6.442772, -0.039844, 3.430099], [5.061685, -0.279456, 4.531206], [4.615229, 1.282480, 2.858069], [1.515509, -6.355477, -0.585468], [2.498582, -5.648828, 0.167419], [1.618313, -6.052847, -1.624725], [1.667459, -7.434729, -0.515526], [0.506693, -6.110494, -0.243335], [2.409853, -5.916986, 1.085844], [-5.071154, -2.145324, -2.810511], [-4.866148, -1.372980, -3.997208], [-4.178462, -2.744903, -2.650506], [-5.225338, -1.486585, -1.952925], [-5.931357, -2.807609, -2.920520], [-5.653577, -0.842486, -4.144196], [-0.359409, -3.748065, 5.088234], [-0.392225, -4.946729, 5.847518], [-0.319679, -4.030186, 4.039171], [-1.262039, -3.150081, 5.260221], [0.526216, -3.151934, 5.328548], [-0.427554, -4.712416, 6.778431], [0.433976, 2.140141, -3.116709], [-0.365083, 1.158911, -3.756861], [0.003517, 3.123803, -3.282999], [0.461231, 1.952038, -2.039775], [1.449677, 2.129498, -3.520653], [0.040242, 0.301651, -3.597293], [3.492448, 5.868374, 0.199818], [3.541787, 4.732503, 1.072919], [3.515608, 5.499041, -0.822408], [2.573765, 6.437934, 0.351542], [4.353613, 6.516912, 0.361280], [3.529333, 5.064537, 1.975150], [-2.777832, -0.235209, -5.357654], [-2.627920, -1.652297, -5.325814], [-1.888928, 0.187968, -5.816464], [-3.655238, 0.058953, -5.939011], [-2.867557, 0.149872, -4.337998], [-3.417580, -2.018478, -4.906411], [-5.293876, 5.507956, 1.481002], [-5.952550, 4.254360, 1.653979], [-4.277280, 5.302106, 1.156429], [-5.795126, 6.111102, 0.720518], [-5.262378, 6.064469, 2.419696], [-6.851320, 4.437200, 1.941916]],
  "forces_ev_per_a": [[-0.37, 0.07, -0.22], [-0.05, -0.05, -0.06], [0.06, 0.33, -0.05], [0.69, 0.10, 0.62], [0.13, -0.27, -0.15], [-0.63, -0.41, 0.08], [0.46, 0.21, -0.28], [0.33, 0.37, -0.21], [0.44, -0.85, -0.42], [-1.22, 1.43, 0.40], [1.85, -1.01, 0.45], [-0.22, -1.19, 0.64], [-0.12, 0.49, -0.06], [-0.98, 0.95, -0.71], [-0.94, 0.94, -0.28], [0.96, -1.85, 0.81], [-0.68, 0.72, 0.16], [0.00, 0.46, -0.26], [0.21, -0.06, 0.08], [0.33, -0.35, 0.06], [-0.02, -0.16, 0.28], [0.10, 0.07, -0.04], [-0.15, -0.08, -0.32], [-0.32, 0.09, -0.19], [0.24, 0.21, 0.10], [-0.09, 0.14, 0.20], [-0.14, -0.28, 0.14], [-0.04, -0.13, -0.22], [0.17, 0.18, 0.09], [-0.19, 0.12, -0.06], [0.11, -0.29, 0.11], [0.23, -0.12, -0.28], [0.28, -0.11, -0.30], [-0.30, -0.02, 0.11], [0.00, 0.08, 0.23], [-0.07, -0.17, -0.30], [0.07, -0.13, 0.03], [-0.03, 0.09, -0.11], [-0.11, 0.07, -0.09], [0.15, 0.15, -0.01], [0.19, 0.10, -0.29], [-0.02, -0.06, 0.15], [0.04, 0.11, 0.03], [-0.05, -0.16, 0.07], [-0.17, -0.11, 0.03], [0.01, 0.10, -0.09], [0.21, 0.13, -0.32], [-0.13, -0.03, 0.07], [-0.01, 0.07, 0.02], [-0.07, -0.06, 0.10], [-0.07, -0.04, 0.06], [0.09, -0.01, -0.01], [-0.04, 0.17, -0.04], [-0.16, -0.02, 0.05], [-0.02, -0.01, -0.04], [0.02, -0.06, 0.02], [0.03, -0.06, 0.02], [0.08, 0.04, -0.03], [0.09, 0.03, 0.22], [-0.15, -0.03, -0.06], [0.03, 0.02, -0.01], [-0.05, -0.01, -0.06], [-0.03, -0.03, -0.07], [0.05, 0.00, 0.03], [-0.25, 0.24, -0.11], [-0.44, -0.25, 0.58], [0.04, -0.02, -0.03], [-0.01, -0.12, 0.06], [0.04, -0.05, 0.07], [-0.01, 0.02, -0.12], [0.01, -0.17, 0.28], [-0.01, 0.09, -0.13], [0.00, -0.01, -0.02], [0.03, 0.06, -0.07], [-0.03, 0.07, -0.08], [0.01, -0.05, 0.04], [0.10, -0.25, 0.05], [-0.33, 0.13, 0.14], [-0.15, -0.07, -0.14], [0.09, 0.21, 0.03], [0.05, 0.09, 0.09], [0.31, 0.09, -0.26], [0.02, -0.04, 0.17], [-0.19, 0.11, -0.01], [0.01, -0.04, 0.00], [0.01, 0.03, -0.05], [0.00, 0.02, -0.06], [0.14, 0.01, 0.03], [-0.03, -0.42, 0.18], [0.59, 0.00, -0.11], [0.04, -0.04, -0.05], [0.02, 0.06, 0.02], [-0.03, 0.22, -0.16], [0.02, 0.34, -0.23], [-0.17, -0.08, 0.03], [0.01, -0.02, 0.04], [0.01, -0.04, -0.01], [0.06, 0.04, -0.01], [0.06, 0.04, -0.02], [-0.02, -0.03, 0.04]],
  "lowdin_charge": [-0.028, -0.430, 0.165, -0.087, -0.170, 0.031, 0.009, 0.125, -0.292, -0.659, 0.925, -0.715, -0.169, 0.897, -0.175, 0.929, -0.267, -0.277, 0.091, 0.070, 0.079, 0.054, 0.081, 0.133, 0.099, 0.134, 0.129, 0.042, 0.064, 0.042, 0.079, 0.066, 0.081, 0.050, -0.158, -0.208, 0.075, 0.081, 0.067, 0.006, -0.156, -0.135, 0.083, 0.075, 0.057, 0.022, -0.148, -0.138, 0.070, 0.063, 0.082, 0.074, -0.138, -0.149, 0.080, 0.083, 0.078, 0.071, -0.149, -0.143, 0.074, 0.080, 0.074, 0.077, -0.111, -0.148, 0.083, 0.073, 0.087, 0.102, -0.218, -0.113, 0.056, 0.049, 0.075, 0.077, -0.127, -0.116, 0.091, 0.056, 0.083, 0.029, -0.121, -0.150, 0.078, 0.081, 0.084, 0.084, -0.174, -0.142, 0.073, 0.080, 0.052, 0.033, -0.139, -0.144, 0.077, 0.080, 0.080, 0.086]
}